(1)
73
Properties=species:S:1:pos:R:3 method="wB97M-V/def2-TZVPD" total_energy_ha=-5139.1194 gap_ev=7.41 charge=+1 e_above_lowest_kj_mol=0.0
In 0.284 -0.081 -0.301
S 1.832 1.389 0.793
C 1.674 2.691 -0.402
C 2.651 3.687 -0.334
C 2.630 4.788 -1.169
C 3.665 5.789 -1.047
N 4.498 6.574 -0.949
C 1.617 4.908 -2.124
C 0.656 3.918 -2.217
C 0.658 2.809 -1.370
S -0.684 1.670 -1.623
C 1.558 6.037 -3.023
N 1.508 6.937 -3.735
H 3.444 3.598 0.396
H -0.119 4.010 -2.966
Te 1.844 -1.766 -1.996
C 0.488 -1.642 -3.589
C 0.953 -1.203 -4.821
C 0.066 -1.129 -5.888
C -1.261 -1.496 -5.719
C -1.715 -1.934 -4.481
C -0.842 -2.003 -3.406
C 1.821 -3.837 -1.739
C 2.949 -4.513 -2.184
C 2.969 -5.900 -2.104
C 1.880 -6.584 -1.581
C 0.763 -5.890 -1.129
C 0.728 -4.506 -1.201
H 1.987 -0.917 -4.956
H 0.417 -0.786 -6.852
H -1.945 -1.441 -6.555
H -2.750 -2.224 -4.352
H -1.200 -2.345 -2.443
H 3.798 -3.981 -2.592
H 3.839 -6.442 -2.452
H 1.904 -7.664 -1.520
H -0.082 -6.427 -0.717
H -0.137 -3.966 -0.840
O -1.113 -0.861 0.975
As -2.319 0.127 1.674
C -3.628 0.528 0.358
C -3.582 -0.137 -0.863
C -4.517 0.167 -1.841
C -5.493 1.122 -1.594
C -5.545 1.774 -0.368
C -4.610 1.480 0.614
C -1.551 1.714 2.354
C -0.805 1.613 3.527
C -0.124 2.725 3.991
C -0.189 3.920 3.285
C -0.939 4.017 2.120
C -1.626 2.909 1.645
C -3.037 -0.880 3.101
C -2.623 -2.193 3.287
C -3.156 -2.923 4.340
C -4.089 -2.340 5.187
C -4.495 -1.023 4.994
C -3.966 -0.284 3.949
H -2.829 -0.892 -1.047
H -4.481 -0.340 -2.797
H -6.219 1.362 -2.360
H -6.311 2.515 -0.178
H -4.647 2.003 1.561
H -0.754 0.679 4.073
H 0.460 2.660 4.899
H 0.351 4.786 3.647
H -0.985 4.952 1.578
H -2.187 2.973 0.722
H -1.895 -2.634 2.619
H -2.841 -3.946 4.501
H -4.501 -2.913 6.007
H -5.218 -0.574 5.662
H -4.268 0.747 3.813



(2)
12
Properties=species:S:1:pos:R:3 method="wB97M-V/def2-TZVPD" total_energy_ha=-269.2571 gap_ev=10.61 charge=0 smiles="C#CCC(C)=O" e_above_lowest_kj_mol=234.1
C 2.519 -0.810 1.112
C 1.742 -0.341 0.325
C 0.596 -0.279 -0.568
C -0.723 -0.031 0.222
C -1.773 0.912 -0.357
O -0.882 -0.508 1.319
H 3.130 -1.434 1.717
H 0.647 0.311 -1.485
H 0.882 -1.316 -0.871
H -2.771 0.553 -0.084
H -1.708 1.043 -1.440
H -1.659 1.900 0.110



(3)
10
Properties=species:S:1:pos:R:3 method="wB97M-V/def2-TZVPD" total_energy_ha=-652.6679 gap_ev=11.03 charge=0 e_above_lowest_kj_mol=171.6
C 0.001 1.444 -0.843
C 0.110 0.612 0.194
C 0.085 -0.908 0.138
O 1.034 -1.652 0.692
Cl -1.616 -1.260 0.824
H -0.223 2.524 -0.817
H 0.010 1.125 -1.842
H 0.026 1.138 1.227
H -0.134 -1.254 -1.138
H 0.707 -1.769 1.566



(4)
20
Properties=species:S:1:pos:R:3 method="wB97M-V/def2-TZVPD" total_energy_ha=-597.0031 gap_ev=9.51 charge=0 smiles=CCC.CSC e_above_lowest_kj_mol=194.7
C 0.656 0.972 1.836
C 0.966 -0.544 1.506
C 2.397 -0.896 1.851
H 0.929 1.438 0.858
H -0.325 0.847 1.904
H 1.138 1.367 2.710
H 0.258 -1.159 2.103
H 0.915 -0.737 0.393
H 2.498 -1.363 2.878
H 2.704 -1.657 1.205
H 3.075 -0.111 1.702
C -0.425 -0.454 -2.137
S -2.177 -0.831 -2.408
C -3.035 0.806 -1.960
H -0.092 0.044 -1.320
H 0.046 -1.488 -2.059
H -0.129 0.171 -3.044
H -2.278 1.662 -2.000
H -3.563 0.755 -1.103
H -3.559 1.180 -2.913



(5)
19
Properties=species:S:1:pos:R:3 method="wB97M-V/def2-TZVPD" total_energy_ha=-402.0025 gap_ev="8.98 / 5.47" charge=+1 spin_multiplicity=2 e_above_lowest_kj_mol=138.0
C 1.547 0.268 0.502
C 0.258 -0.226 1.157
C -0.980 0.529 0.998
C -2.172 0.081 1.496
C 1.555 -0.127 -0.999
N 1.758 0.883 -1.879
O 1.281 -1.245 -1.378
H 1.578 1.345 0.687
H 2.402 -0.182 1.025
H 0.583 -0.180 2.214
H -0.056 -1.228 0.837
H -0.900 1.442 0.406
H -3.084 0.532 1.077
H -2.205 -0.784 2.135
H 2.260 1.737 -1.680
H 1.709 0.780 -2.883
H -1.408 -1.783 -1.367
H -2.314 -0.736 -1.542
O -1.812 -1.106 -0.804



(6)
17
Properties=species:S:1:pos:R:3 method="wB97M-V/def2-TZVPD" total_energy_ha=-343.0384 gap_ev=9.17 charge=0 smiles="C=COC.C=NN" e_above_lowest_kj_mol=428.2
C -0.345 -0.747 1.171
C -0.529 -0.842 -0.165
O -1.575 -0.341 -0.907
C -2.399 0.616 -0.281
H -0.799 0.035 1.760
H 0.162 -1.542 1.691
H -0.115 -1.686 -0.706
H -2.925 0.180 0.574
H -3.120 0.937 -1.033
H -1.828 1.485 0.065
C 2.640 -0.176 0.433
N 2.297 -0.098 -0.778
N 1.110 0.584 -1.083
H 2.055 0.328 1.234
H 3.447 -0.847 0.675
H 0.943 1.448 -0.569
H 0.982 0.668 -2.079